Entry from the OMol25 dataset: a structure of composition C27H27CrN14O3S2 in a non-equilibrium geometry (ωB97M-V/def2-TZVPD).

The value obtained for the LUMO energy (spin up / spin down) is 3.12 / 2.94 eV. For the largest force on an atom, the calculation gives 0.041 Eh/bohr. The relative energy (zero: lowest compared OMol25 entry of this formula, charge and spin) comes out at 70.42 kcal/mol. The expectation value of S² is 3.81. The gap between HOMO and LUMO (spin up / spin down) is 4.44 / 4.29 eV.

```
! wB97M-V def2-TZVPD RIJCOSX def2/J DEFGRID3
* xyz -2 4
Cr 0.52 1.16 -0.59
N -0.60 3.80 -2.65
C 0.53 3.11 -3.07
N 1.01 3.20 -4.29
N 2.09 2.39 -4.28
N 2.24 1.85 -3.12
N 1.26 2.29 -2.29
C -0.75 4.00 -1.29
N -1.05 5.16 -0.71
N -0.89 4.94 0.60
N -0.53 3.72 0.74
N -0.46 3.06 -0.41
H -0.85 4.58 -3.23
S 2.22 -0.50 -0.87
C 1.25 -1.40 -1.99
N 1.52 -2.57 -2.47
N 2.63 -3.13 -2.00
C 3.04 -4.39 -2.42
C 4.20 -4.93 -1.88
C 4.64 -6.18 -2.27
C 3.92 -6.92 -3.21
C 2.76 -6.37 -3.75
C 2.32 -5.12 -3.36
N 0.03 -0.92 -2.55
N -0.38 0.14 -2.06
C -1.57 0.68 -2.67
C -1.68 0.76 -4.05
C -2.80 1.35 -4.60
C -3.81 1.85 -3.77
C -3.69 1.75 -2.39
C -2.56 1.17 -1.83
H 3.17 -2.62 -1.31
H 4.76 -4.36 -1.15
H 5.54 -6.59 -1.84
H 4.26 -7.90 -3.51
H 2.19 -6.94 -4.48
H 1.41 -4.69 -3.78
H -0.87 0.38 -4.66
H -2.89 1.43 -5.67
H -4.68 2.33 -4.21
H -4.47 2.13 -1.75
H -2.47 1.05 -0.76
N 1.05 2.12 1.37
C -0.06 3.00 2.08
C 0.49 3.95 3.02
C 0.11 4.00 4.35
C -0.89 3.19 4.87
C -1.52 2.33 3.98
C -1.15 2.22 2.65
S -1.32 3.25 6.59
O -2.50 2.39 6.71
O -0.16 2.74 7.32
O -1.58 4.66 6.89
H 1.91 2.66 1.41
H 1.15 1.32 1.99
H 1.25 4.63 2.64
H 0.59 4.71 5.01
H -2.33 1.72 4.36
H -1.67 1.54 1.99
C -0.11 -3.32 2.04
C -0.89 -2.07 2.44
C -2.40 -2.37 2.44
C -0.46 -1.60 3.84
C -0.60 -1.00 1.47
C -0.37 -0.12 0.67
H -0.27 -4.12 2.78
H 0.96 -3.10 1.99
H -0.42 -3.68 1.06
H -2.60 -3.21 3.11
H -2.74 -2.62 1.44
H -2.96 -1.51 2.79
H -0.66 -2.37 4.58
H -0.99 -0.69 4.13
H 0.61 -1.38 3.85
*
```